Density functional theory data (ωB97M-V/def2-TZVPD) for a molecular structure, C32H83CrN7O11.

```
! wB97M-V def2-TZVPD RIJCOSX def2/J DEFGRID3
* xyz 1 4
Cr -0.520 -0.940 3.251
C -0.510 0.223 -0.684
C -0.422 -0.159 0.760
O -0.022 0.638 1.627
O -0.753 -1.336 1.183
H 0.495 0.400 -1.067
H -1.135 1.100 -0.832
H -0.919 -0.611 -1.258
C -0.230 0.667 6.914
C -0.359 0.065 5.554
O -0.370 -1.205 5.402
O -0.363 0.742 4.486
H -1.072 0.369 7.535
H -0.147 1.747 6.844
H 0.682 0.259 7.350
C 4.487 4.895 3.055
C 3.419 4.121 2.321
C 2.919 4.856 1.083
O 1.984 4.102 0.336
C 0.695 4.064 0.906
N 3.927 2.765 1.953
H 5.336 5.160 2.422
H 4.875 4.310 3.888
H 4.080 5.824 3.466
H 2.573 3.937 2.992
H 3.754 5.050 0.402
H 2.505 5.843 1.337
H 0.321 5.064 1.154
H 0.668 3.447 1.814
H 0.024 3.609 0.179
H 3.083 2.338 1.566
H 4.493 2.868 1.104
C -6.403 2.915 -1.652
C -5.273 2.745 -0.637
C -4.372 1.610 -1.093
O -5.063 0.418 -0.825
C -4.362 -0.770 -1.140
N -4.517 4.002 -0.425
H -5.969 3.094 -2.637
H -7.071 3.739 -1.397
H -7.016 2.013 -1.688
H -5.656 2.455 0.344
H -3.384 1.653 -0.606
H -4.131 1.742 -2.163
H -3.945 -0.630 -2.145
H -5.050 -1.607 -1.085
H -3.518 -0.920 -0.451
H -4.164 4.322 -1.324
H -5.205 4.699 -0.158
C -4.750 -2.386 2.967
C -3.539 -1.500 2.695
C -3.890 -0.041 2.851
O -2.637 0.615 2.848
C -2.711 1.973 2.433
N -2.410 -1.827 3.644
H -5.440 -2.359 2.127
H -5.276 -2.047 3.863
H -4.449 -3.418 3.165
H -3.120 -1.659 1.703
H -4.408 0.174 3.794
H -4.515 0.240 1.995
H -3.020 1.946 1.387
H -1.704 2.373 2.509
H -3.428 2.591 2.978
H -2.539 -2.827 3.810
H -2.739 -1.524 4.570
C 0.081 0.255 -6.125
C -0.552 0.394 -4.746
C -1.043 1.809 -4.510
O -0.001 2.785 -4.437
C 0.858 2.560 -3.359
N -1.675 -0.524 -4.633
H -0.642 0.508 -6.900
H 0.419 -0.776 -6.250
H 0.961 0.889 -6.235
H 0.241 0.187 -4.010
H -1.628 1.904 -3.581
H -1.680 2.100 -5.348
H 0.388 2.478 -2.371
H 1.497 3.448 -3.303
H 1.555 1.739 -3.550
H -2.097 -0.480 -3.709
H -1.349 -1.486 -4.717
C 1.905 -4.615 3.153
C 1.469 -3.227 3.565
C 2.305 -2.128 2.991
O 1.656 -0.874 3.238
C 2.566 0.192 3.008
N 0.039 -2.970 3.229
H 1.236 -5.359 3.589
H 2.915 -4.849 3.487
H 1.888 -4.750 2.067
H 1.526 -3.142 4.653
H 2.482 -2.182 1.911
H 3.278 -2.163 3.489
H 3.452 0.119 3.643
H 2.096 1.150 3.203
H 2.929 0.214 1.977
H -0.162 -3.416 2.322
H -0.526 -3.633 3.765
C -0.309 -3.469 -2.335
C 0.430 -3.977 -3.556
C 0.353 -5.480 -3.699
O 0.915 -6.074 -2.545
C 0.874 -7.476 -2.593
N -0.131 -3.300 -4.759
H -0.348 -2.378 -2.371
H 0.200 -3.746 -1.407
H -1.327 -3.853 -2.224
H 1.481 -3.699 -3.470
H 0.942 -5.804 -4.574
H -0.679 -5.824 -3.870
H -0.146 -7.863 -2.709
H 1.255 -7.881 -1.656
H 1.508 -7.858 -3.403
H -0.859 -3.906 -5.145
H 0.560 -3.357 -5.507
C 4.769 1.846 -3.102
C 4.438 1.987 -1.619
C 3.522 0.908 -1.135
O 4.129 -0.353 -1.058
C 3.169 -1.384 -0.936
N 5.662 1.997 -0.781
H 3.854 1.852 -3.696
H 5.299 0.905 -3.262
H 5.414 2.654 -3.446
H 3.952 2.953 -1.451
H 2.635 0.871 -1.788
H 3.136 1.206 -0.145
H 2.370 -1.090 -0.244
H 3.701 -2.286 -0.641
H 2.700 -1.579 -1.912
H 6.487 2.225 -1.323
H 5.839 1.055 -0.444
*
```

Its strongest force on any atom is 0.0347 Eh/bohr. The expectation value of S² is 3.7769. Its gap between HOMO and LUMO (spin up / spin down) is 0.279 / 0.302 Eh. As for the total energy: -95900.1154 eV.